Below is an isolated molecule of C18H20ClFN2O5S, with properties calculated with the ωB97M-V functional and the def2-TZVPD basis.

Last column: Mulliken charge in e.
CARTESIAN COORDINATES (ANGSTROEM)
C: -2.166 -2.665 -0.880  -0.829
H: -2.933 -2.688 -1.653  0.267
O: -1.122 -1.874 -1.411  -0.359
C: 0.103 -1.898 -0.793  -0.033
C: 1.211 -1.854 -1.635  -0.857
C: 2.500 -1.794 -1.137  -0.523
C: 2.709 -1.790 0.235  0.412
C: 1.609 -1.856 1.080  -0.115
C: 0.308 -1.890 0.598  1.313
O: -0.796 -1.879 1.409  -0.377
C: -0.594 -1.819 2.802  -1.096
H: -1.591 -1.761 3.236  0.284
H: -0.092 -2.719 3.171  0.372
H: -0.017 -0.932 3.076  0.374
H: 1.781 -1.839 2.142  0.372
C: 4.083 -1.617 0.821  -1.067
H: 4.007 -1.627 1.908  0.307
H: 4.736 -2.438 0.518  0.419
C: 4.719 -0.288 0.363  -0.854
N: 3.722 0.737 0.144  -0.033
C: 3.551 1.275 -1.079  0.661
O: 4.330 1.119 -1.997  -0.683
C: 2.273 2.098 -1.246  -0.950
N: 1.083 1.395 -0.801  -0.285
S: 0.532 1.737 0.727  1.395
O: 1.181 0.919 1.727  -0.661
O: 0.619 3.152 0.918  -0.761
C: -1.185 1.238 0.631  0.108
C: -1.786 1.024 -0.592  -0.247
C: -3.116 0.628 -0.635  0.123
C: -3.809 0.461 0.563  0.356
C: -3.205 0.696 1.786  -0.654
C: -1.879 1.091 1.818  -0.684
H: -1.373 1.282 2.750  0.509
H: -3.779 0.565 2.689  0.479
F: -5.089 0.064 0.539  -0.366
Cl: -3.892 0.344 -2.137  -0.191
H: -1.227 1.155 -1.503  0.517
H: 1.109 0.400 -0.990  0.094
H: 2.328 3.024 -0.668  0.496
H: 2.169 2.347 -2.306  0.380
H: 3.010 0.853 0.855  0.255
H: 5.238 -0.409 -0.591  0.477
H: 5.442 0.051 1.111  0.371
H: 3.335 -1.741 -1.817  0.322
H: 1.030 -1.857 -2.698  0.414
H: -2.578 -2.236 0.036  0.187
H: -1.824 -3.683 -0.677  0.359

**LUMO energy**: 0.48 eV
**E_HOMO**: -8.5312 eV
**Net charge**: 0
**Structure (SMILES)**: COc1ccc(CCNC(=O)CNS(=O)(=O)c2ccc(F)c(Cl)c2)cc1OC
**Molecular weight**: 430.9 g mol⁻¹

=====

Below is a cluster of 2 separate species, C18H20ClNO2S in total, with properties calculated with the ωB97M-V functional and the def2-TZVPD basis.

Last column: Mulliken charge in e.
CARTESIAN COORDINATES (ANGSTROEM)
C: 4.730 -2.319 -0.393  -0.758
N: 3.985 -1.311 -1.145  0.071
C: 4.750 -0.309 -1.878  -0.919
C: 2.653 -1.304 -1.113  -0.236
C: 1.844 -0.350 -1.740  0.003
C: 0.485 -0.504 -1.988  -1.019
C: -0.157 0.332 -3.015  0.918
C: -1.155 -0.168 -3.869  -0.581
C: -1.751 0.654 -4.825  -0.530
C: -1.413 2.014 -4.905  -0.391
C: -0.408 2.526 -4.067  -0.756
C: 0.205 1.701 -3.121  0.055
H: 5.790 -2.170 -0.618  0.225
H: 4.543 -2.242 0.693  0.311
H: 4.414 -3.314 -0.739  0.328
H: 5.802 -0.577 -1.751  0.285
H: 4.509 -0.347 -2.949  0.364
H: 4.588 0.721 -1.520  0.323
H: 2.178 -2.129 -0.574  0.432
H: 2.334 0.537 -2.171  0.146
H: -0.030 -1.384 -1.595  0.466
H: -1.387 -1.231 -3.773  0.355
H: -2.492 0.213 -5.491  0.364
H: -1.895 2.646 -5.653  0.367
H: -0.124 3.586 -4.144  0.343
H: 0.995 2.123 -2.480  0.323
Cl: -0.878 0.670 -0.286  0.069
C: -1.740 0.213 1.011  -0.700
S: -1.116 -0.493 2.434  1.158
C: -2.259 -0.043 3.774  0.119
C: -1.951 1.030 4.617  -0.345
C: -2.788 1.323 5.706  -0.444
C: -3.930 0.558 5.964  -0.419
C: -4.235 -0.503 5.104  -0.459
C: -3.405 -0.811 4.013  -0.339
O: -1.206 -1.934 2.348  -0.638
O: 0.133 0.124 2.807  -0.679
H: -2.701 0.692 1.034  0.424
H: -1.051 1.623 4.448  0.388
H: -2.530 2.153 6.367  0.333
H: -4.570 0.781 6.824  0.359
H: -5.122 -1.114 5.290  0.339
H: -3.643 -1.662 3.370  0.348

**LUMO energy**: -1.20 eV
**ΔE to the lowest compared entry with this formula, charge and spin**: 592.7 kJ/mol
**E_HOMO**: -5.8370 eV
**Net charge**: 0
**Molecular weight**: 349.9 g mol⁻¹

=====

Below is an isolated molecule of C18H20ClNO3S, with properties calculated with the ωB97M-V functional and the def2-TZVPD basis.

Last column: Mulliken charge in e.
CARTESIAN COORDINATES (ANGSTROEM)
O: -0.040 -1.627 -0.596  -0.639
C: -0.497 -0.503 -0.732  0.399
N: -1.819 -0.287 -0.920  0.097
C: -2.447 0.984 -1.186  -1.014
H: -1.683 1.705 -1.485  0.481
C: -3.235 1.537 0.007  -0.266
H: -3.774 2.424 -0.335  0.373
H: -2.542 1.851 0.789  0.107
C: -4.223 0.542 0.617  -0.911
C: -3.519 -0.614 1.335  -0.580
C: -3.220 -1.823 0.446  -0.652
H: -2.482 -2.446 0.953  0.319
C: -2.688 -1.446 -0.942  -1.147
H: -3.517 -1.232 -1.620  0.500
H: -2.115 -2.286 -1.344  0.425
H: -4.124 -2.418 0.310  0.415
H: -2.584 -0.243 1.760  0.230
H: -4.138 -0.956 2.168  0.393
H: -4.834 1.086 1.341  0.424
H: -4.895 0.156 -0.150  0.346
H: -3.133 0.849 -2.030  0.405
C: 0.411 0.671 -0.694  0.237
C: 0.394 1.872 -0.031  0.287
C: 1.649 2.476 -0.259  -1.183
C: 2.351 1.603 -1.045  0.637
O: 1.610 0.507 -1.297  -0.261
C: 3.742 1.631 -1.510  -1.237
H: 4.060 2.627 -1.811  0.523
H: 3.921 0.902 -2.295  0.414
S: 4.893 1.169 -0.071  0.339
O: 4.680 2.199 0.941  -0.590
C: 3.871 -0.248 0.437  0.202
C: 3.914 -1.416 -0.302  -0.547
C: 3.081 -2.460 0.067  0.406
C: 2.227 -2.342 1.153  -0.590
C: 2.215 -1.169 1.887  -0.448
C: 3.043 -0.117 1.534  -0.382
H: 3.051 0.813 2.083  0.515
H: 1.550 -1.073 2.732  0.432
H: 1.571 -3.158 1.409  0.404
Cl: 3.106 -3.920 -0.843  -0.244
H: 4.571 -1.511 -1.152  0.387
H: 1.995 3.417 0.115  0.502
H: -0.398 2.273 0.566  0.496

**LUMO energy**: 0.70 eV
**ΔE to the lowest compared entry with this formula, charge and spin**: 156.2 kJ/mol
**E_HOMO**: -8.4918 eV
**Net charge**: 0
**Molecular weight**: 365.9 g mol⁻¹

=====

Below is a structure of composition C18H20ClNPSm, with properties calculated with the ωB97M-V functional and the def2-TZVPD basis.

Last column: Mulliken charge in e.
CARTESIAN COORDINATES (ANGSTROEM)
Sm: 1.153 0.170 -0.023  1.332
Cl: 0.406 -0.980 2.130  -0.427
P: -0.090 1.032 -2.310  0.446
C: -0.182 2.834 -2.504  0.926
C: -0.767 3.422 -3.631  -0.697
C: -0.783 4.806 -3.780  -0.784
C: -0.198 5.621 -2.803  -0.500
C: 0.425 5.039 -1.694  -0.784
C: 0.443 3.657 -1.541  -0.118
C: 1.728 0.435 -2.433  0.282
C: 2.019 -0.950 -2.075  -0.371
C: 3.343 -1.188 -1.582  -0.919
C: 4.365 -0.276 -1.906  -0.409
C: 4.065 0.966 -2.456  -0.622
C: 2.742 1.377 -2.632  -0.323
C: -0.791 0.128 -3.696  0.607
C: -1.828 -0.793 -3.476  -0.556
C: -2.197 -1.624 -4.521  -0.652
C: -1.546 -1.552 -5.754  -0.503
C: -0.530 -0.611 -5.980  -0.738
C: -0.156 0.237 -4.943  -0.152
H: 1.298 -1.753 -2.338  0.594
H: 3.637 -2.120 -1.083  0.525
H: 5.419 -0.532 -1.721  0.445
H: 4.867 1.646 -2.733  0.455
H: 2.477 2.383 -2.973  0.532
H: -1.216 2.795 -4.386  0.786
H: -1.268 5.255 -4.653  0.437
H: -0.229 6.708 -2.912  0.421
H: 0.900 5.674 -0.945  0.416
H: 0.980 3.240 -0.675  0.020
H: -2.325 -0.837 -2.504  0.366
H: -2.989 -2.342 -4.373  0.459
H: -1.807 -2.233 -6.558  0.434
H: -0.020 -0.535 -6.952  0.419
H: 0.622 0.982 -5.087  0.397
H: -3.642 3.451 -3.866  0.058
H: -3.763 2.744 -4.094  -0.030
N: -1.311 0.763 0.268  -0.695
H: -1.824 -0.121 0.356  0.304
H: -1.370 1.151 1.205  0.349
H: -1.850 1.380 -0.353  0.268

**LUMO energy (alpha / beta)**: -8.78 / -7.93 eV
**E_HOMO (alpha / beta)**: -15.3287 / -15.3194 eV
**Net charge**: +2
**Molecular weight**: 467.2 g mol⁻¹
**2S+1**: 6

=====

The records above give, respectively, largest force on an atom values of 0.998 2.542 1.589 3.332 eV Å⁻¹.